## A
Density functional theory data (the ωB97M-V functional and the def2-TZVPD basis) for one molecule with the formula C2H3FNP.

Values from the calculation:
Orbital gap (eV): 9.3
SMILES: [H]/N=C1/CP1F
HOMO level (eV): -9.7477

Geometry as ORCA input:
```
! wB97M-V def2-TZVPD RIJCOSX def2/J DEFGRID3
* xyz 0 1
H -0.25 -2.42 0.72
N -0.82 -1.62 0.40
C 0.15 -0.64 0.19
C 0.28 0.79 -0.10
P 1.86 -0.03 0.64
F 2.62 -0.39 -0.81
H 0.60 1.16 -1.02
H -0.49 1.50 0.27
*
```

---

## B
Density functional theory data (the ωB97M-V functional and the def2-TZVPD basis) for one molecule with the formula C2H3FNP.

Values from the calculation:
Orbital gap (alpha / beta) (eV): 7.5 / 7.3
HOMO level (alpha / beta) (eV): -9.0282 / -8.4874

Geometry as ORCA input:
```
! wB97M-V def2-TZVPD RIJCOSX def2/J DEFGRID3
* xyz 0 1
C -0.04 0.07 0.03
C 0.57 -0.03 1.30
N 0.80 0.45 -0.90
F -1.63 -0.25 -1.91
P -1.76 -0.41 -0.29
H 1.56 0.20 1.35
H -0.02 -0.20 2.23
H 0.51 0.17 -1.82
*
```

---

Stability, lowest: B

---

## A
Density functional theory data (the ωB97M-V functional and the def2-TZVPD basis) for a 2-piece molecular cluster, C2H3FNP overall.

Values from the calculation:
Orbital gap (eV): 6.9
HOMO level (eV): -9.7827

Geometry as ORCA input:
```
! wB97M-V def2-TZVPD RIJCOSX def2/J DEFGRID3
* xyz 0 1
C 0.31 0.21 0.37
C 0.41 -0.74 -0.77
N 0.72 1.17 1.03
F -2.29 0.93 -0.51
P -0.91 -1.11 0.52
H 0.29 -0.71 -1.85
H 1.31 -1.33 -0.62
H 0.15 1.56 1.83
*
```

---

## B
Density functional theory data (the ωB97M-V functional and the def2-TZVPD basis) for one molecule with the formula C2H3FNP.

Values from the calculation:
Orbital gap (eV): 9.0
SMILES: [H]/N=C1/CP1F
HOMO level (eV): -8.8660

Geometry as ORCA input:
```
! wB97M-V def2-TZVPD RIJCOSX def2/J DEFGRID3
* xyz 0 1
H 2.27 -0.92 -0.22
N 1.77 -0.04 -0.11
C 0.55 -0.05 -0.23
C -0.63 0.78 -0.16
P -1.03 -1.02 -0.49
F -1.17 -1.49 1.08
H -0.92 1.22 1.03
H -0.83 1.53 -0.90
*
```

---

Stability, lowest: A

---

## A
Density functional theory data (the ωB97M-V functional and the def2-TZVPD basis) for a 2-piece molecular cluster, C4H9O overall.

Values from the calculation:
Orbital gap (eV): 5.9
HOMO level (eV): -1.7980

Geometry as ORCA input:
```
! wB97M-V def2-TZVPD RIJCOSX def2/J DEFGRID3
* xyz -1 1
C 1.16 -1.89 1.22
O 1.83 -1.65 0.09
H 1.20 -0.93 1.81
H 0.07 -2.09 1.06
H 1.44 -2.72 1.84
C -1.76 0.62 -0.45
C -0.31 0.78 -0.96
C 0.55 1.82 -0.74
H -2.08 1.47 0.21
H -2.30 0.59 -1.44
H -1.83 -0.32 0.10
H 0.25 -0.26 -1.22
H 1.58 1.75 -1.09
H 0.19 2.83 -0.43
*
```

---

## B
Density functional theory data (the ωB97M-V functional and the def2-TZVPD basis) for a 2-piece molecular cluster, C4H9O overall.

Values from the calculation:
Orbital gap (eV): 6.3
HOMO level (eV): -2.1715

Geometry as ORCA input:
```
! wB97M-V def2-TZVPD RIJCOSX def2/J DEFGRID3
* xyz -1 1
C 2.52 0.27 0.57
O 1.93 -0.91 0.29
H 2.16 0.75 1.53
H 2.40 1.04 -0.23
H 3.62 0.22 0.71
C -0.96 -0.78 0.50
C -1.96 -0.05 -0.34
C -1.65 0.57 -1.46
H -1.33 -1.78 0.74
H -0.89 -0.31 1.49
H 0.09 -0.71 0.12
H -3.01 -0.03 -0.08
H -2.32 1.12 -2.10
H -0.59 0.61 -1.74
*
```

---

## C
Density functional theory data (the ωB97M-V functional and the def2-TZVPD basis) for a 2-piece molecular cluster, C4H9O overall.

Values from the calculation:
Orbital gap (eV): 5.8
HOMO level (eV): -1.7374

Geometry as ORCA input:
```
! wB97M-V def2-TZVPD RIJCOSX def2/J DEFGRID3
* xyz -1 1
C 0.51 -0.62 0.72
O 0.19 -1.88 0.88
C 1.42 -0.13 -0.38
C -0.05 0.29 -0.45
C -0.38 1.72 -0.05
H 0.64 -0.04 1.65
H -7.09 0.74 -3.48
H 1.69 -0.82 -1.15
H 2.16 0.64 -0.22
H -6.61 0.61 -2.91
H -0.77 -0.31 -0.99
H 0.07 1.91 0.93
H -1.45 1.86 0.12
H -0.02 2.51 -0.73
*
```

---

## D
Density functional theory data (the ωB97M-V functional and the def2-TZVPD basis) for an isolated ion of composition C4H9O and charge -1.

Values from the calculation:
Orbital gap (eV): 6.2
SMILES: CCCC[O-]
HOMO level (eV): -2.0345

Geometry as ORCA input:
```
! wB97M-V def2-TZVPD RIJCOSX def2/J DEFGRID3
* xyz -1 1
C 2.11 0.15 -0.66
C 0.98 -0.85 -0.43
C -0.09 -0.48 0.57
C -1.09 0.74 0.18
O -2.35 0.46 0.48
H 2.25 0.47 -1.69
H 3.08 -0.29 -0.40
H 2.04 1.05 -0.05
H 0.52 -1.16 -1.38
H 1.42 -1.81 -0.12
H -0.81 -1.29 0.62
H 0.32 -0.25 1.55
H -0.92 1.02 -0.90
H -0.61 1.61 0.73
*
```

---

Stability, lowest: A

---

## A
Density functional theory data (the ωB97M-V functional and the def2-TZVPD basis) for a 3-piece molecular cluster, C5H14NS2 overall.

Values from the calculation:
Orbital gap (eV): 4.7
HOMO level (eV): -13.0120

Geometry as ORCA input:
```
! wB97M-V def2-TZVPD RIJCOSX def2/J DEFGRID3
* xyz 1 1
N 2.86 2.28 -0.59
C 3.33 -1.04 0.39
C 3.40 -2.31 0.76
S 0.02 0.33 0.74
S -0.43 -0.96 -0.52
C -2.23 -1.10 -0.46
C -2.99 0.21 -0.77
C -3.50 0.91 0.48
H 2.88 3.15 -1.11
H 3.15 2.53 0.35
H 1.89 2.01 -0.54
H 2.56 -0.60 -0.24
H 4.15 -0.35 0.59
H 4.29 -2.71 1.25
H 2.57 -3.00 0.66
H -2.44 -1.83 -1.22
H -2.44 -1.56 0.51
H -2.32 0.86 -1.30
H -3.83 -0.07 -1.39
H -2.71 1.06 1.21
H -4.26 0.32 0.96
H -3.94 1.88 0.23
*
```

---

## B
Density functional theory data (the ωB97M-V functional and the def2-TZVPD basis) for an isolated ion of composition C5H14NS2 and charge +1.

Values from the calculation:
Orbital gap (eV): 9.5
SMILES: CC[N+](C)(C)SSC
HOMO level (eV): -13.7489

Geometry as ORCA input:
```
! wB97M-V def2-TZVPD RIJCOSX def2/J DEFGRID3
* xyz 1 1
C -2.38 -1.19 0.81
C -1.71 -0.29 -0.30
N -0.41 0.27 0.13
C 0.70 -0.61 0.53
C -0.76 1.21 1.28
S 0.34 1.51 -1.20
S 1.44 0.30 -2.26
C 3.21 0.39 -1.84
H -1.71 -1.83 1.26
H -2.75 -0.48 1.60
H -3.35 -1.72 0.56
H -2.48 0.45 -0.44
H -1.83 -0.89 -1.19
H 1.14 -0.99 -0.41
H 1.54 -0.15 1.02
H 0.63 -1.51 1.02
H -1.05 2.19 0.84
H -1.54 0.79 1.90
H 0.16 1.36 1.85
H 3.86 0.19 -2.65
H 3.41 -0.33 -1.03
H 3.57 1.34 -1.48
*
```

---

Stability, lowest: A

---

## A
Density functional theory data (the ωB97M-V functional and the def2-TZVPD basis) for a 2-piece molecular cluster, C2H8NOS overall.

Values from the calculation:
Orbital gap (eV): 7.1
HOMO level (eV): -2.8597

Geometry as ORCA input:
```
! wB97M-V def2-TZVPD RIJCOSX def2/J DEFGRID3
* xyz -1 1
C 1.80 0.45 0.70
S 1.93 -0.22 -1.00
H 1.17 0.02 1.49
H 1.51 1.52 0.62
H 2.79 0.52 1.14
N -1.39 -1.37 -0.36
C -1.55 0.09 -0.16
O -1.00 0.83 -1.22
H -0.91 -1.81 0.42
H -0.67 -1.47 -1.08
H -1.08 0.36 0.77
H -2.62 0.29 -0.13
H 0.01 0.79 -1.20
*
```

---

## B
Density functional theory data (the ωB97M-V functional and the def2-TZVPD basis) for a 2-piece molecular cluster, C2H8NOS overall.

Values from the calculation:
Orbital gap (eV): 6.8
HOMO level (eV): -2.6756

Geometry as ORCA input:
```
! wB97M-V def2-TZVPD RIJCOSX def2/J DEFGRID3
* xyz -1 1
C -1.56 -0.12 -0.61
C -0.08 -0.23 -0.15
S 0.17 -0.54 1.65
N -2.29 0.96 0.11
H -1.99 -1.09 -0.36
H -1.53 0.11 -1.63
H 0.63 0.54 -0.36
H 0.32 -1.20 -0.72
H -1.68 1.79 -0.13
H -2.08 1.08 1.11
H 3.31 -0.05 -0.34
H 3.02 -0.75 1.03
O 3.75 -0.49 0.40
*
```

---

Stability, lowest: B

---

## A
Density functional theory data (the ωB97M-V functional and the def2-TZVPD basis) for a 2-piece molecular cluster, C2H8NOS overall.

Values from the calculation:
Orbital gap (eV): 7.0
HOMO level (eV): -2.8195

Geometry as ORCA input:
```
! wB97M-V def2-TZVPD RIJCOSX def2/J DEFGRID3
* xyz -1 1
C 1.42 0.47 1.12
S 1.57 -0.27 -0.55
H 0.80 -0.14 1.83
H 0.89 1.49 1.06
H 2.38 0.60 1.56
N -1.55 -1.24 0.16
C -1.75 0.20 0.33
O -1.24 1.00 -0.75
H -0.69 -1.42 0.61
H -1.31 -1.36 -0.81
H -1.36 0.56 1.22
H -2.83 0.40 0.37
H -0.30 0.75 -0.87
*
```

---

## B
Density functional theory data (the ωB97M-V functional and the def2-TZVPD basis) for a 2-piece molecular cluster, C2H8NOS overall.

Values from the calculation:
Orbital gap (eV): 7.1
HOMO level (eV): -2.8465

Geometry as ORCA input:
```
! wB97M-V def2-TZVPD RIJCOSX def2/J DEFGRID3
* xyz -1 1
C 2.07 0.68 1.03
S 1.92 -0.37 -0.55
H 3.06 0.97 1.35
H 1.63 0.11 1.86
H 1.49 1.54 0.73
N -1.46 -1.35 -0.06
C -1.81 -0.05 -0.52
O -0.90 0.48 -1.59
H -0.73 -1.20 0.62
H -0.96 -1.83 -0.80
H -1.64 0.69 0.27
H -2.72 0.00 -1.11
H 0.04 0.33 -1.23
*
```

---

Stability, lowest: B